Entry 1:
# C4H14N2O2

A 2-piece molecular cluster, C4H14N2O2 overall (wB97M-V/def2-TZVPD, the OMol25 dataset).

Structure (ORCA input):
```
! wB97M-V def2-TZVPD RIJCOSX def2/J DEFGRID3
* xyz 0 1
N 0.241 -0.451 -2.848
C -0.488 -0.052 -1.633
C -0.103 -1.048 -0.416
N -0.978 -2.288 -0.884
C -0.785 -0.473 0.854
C -0.638 -1.307 2.064
O 0.454 -2.283 1.907
H 1.101 0.160 -2.711
H -0.449 -0.139 -3.592
H -0.269 0.925 -1.499
H -1.552 -0.220 -1.911
H 0.992 -1.120 -0.295
H -0.931 -3.062 -0.287
H -0.873 -2.382 -1.869
H -1.859 -0.085 0.787
H -0.064 0.545 1.008
H -1.567 -1.884 2.412
H -0.561 -0.884 3.123
H 1.263 -1.635 2.084
O 2.458 6.273 1.376
H 1.653 5.718 1.477
H 2.956 5.690 0.852
*
```

Output
* SMILES string: NC[C@H](N)CCO.O
* DFT total energy: -11447.320 eV
* lowest unoccupied orbital energy: 0.4 eV
* frontier orbital gap: 9.33 eV


Entry 2:
# C6H25NO7

A 7-piece molecular cluster, C6H25NO7 overall (wB97M-V/def2-TZVPD, the OMol25 dataset).

Structure (ORCA input):
```
! wB97M-V def2-TZVPD RIJCOSX def2/J DEFGRID3
* xyz 0 1
C 0.066 -0.697 -0.326
N 0.466 0.715 -0.642
C 1.921 0.800 -0.495
C 2.319 1.737 0.682
C 0.985 2.117 1.233
C -0.045 1.794 0.228
C -0.092 3.027 -0.734
O 0.214 2.849 -2.130
H -0.392 -1.089 -1.270
H 0.867 -1.365 -0.057
H -0.436 -0.887 0.602
H 2.222 0.963 -1.556
H 2.629 -0.060 -0.209
H 2.896 1.252 1.525
H 2.865 2.582 0.429
H 0.674 1.758 2.279
H 0.965 3.250 1.375
H -1.119 1.593 0.501
H 0.570 3.920 -0.519
H -1.184 3.091 -0.793
H 0.862 2.107 -2.244
O -3.985 0.944 1.257
H -3.828 1.125 2.095
H -3.593 0.146 1.020
O 1.299 0.362 -3.967
H 1.443 1.242 -4.249
H 0.956 0.597 -2.984
O -2.864 -1.960 0.765
H -3.267 -1.847 1.574
H -3.462 -2.501 0.232
O 1.202 -2.112 3.044
H 1.047 -2.166 4.011
H 2.123 -2.296 2.906
O 0.327 -3.433 0.745
H 0.318 -3.274 1.732
H -0.724 -3.552 0.507
O -1.658 -3.870 -2.405
H -1.847 -3.036 -1.844
H -0.741 -3.825 -2.318
*
```

Output
* SMILES string: CN1CCC[C@H]1CO.O.O.O.O.O.O
* DFT total energy: -22445.828 eV
* lowest unoccupied orbital energy: -0.1 eV
* frontier orbital gap: 8.78 eV


Entry 3:
# C8H6F3NS

One molecule with the formula C8H6F3NS (wB97M-V/def2-TZVPD, the OMol25 dataset).

Structure (ORCA input):
```
! wB97M-V def2-TZVPD RIJCOSX def2/J DEFGRID3
* xyz 0 1
C 1.578 1.618 -1.774
C 1.817 1.464 -3.074
C -0.965 -1.135 0.438
C 0.614 0.695 -1.278
C 0.282 -0.200 -2.204
C -0.238 -0.182 0.968
C -0.258 0.076 2.434
C -1.874 -2.126 0.876
N 0.467 0.686 0.117
F -2.890 -2.361 -0.037
F -1.381 -3.327 1.180
F -2.596 -1.745 2.014
S 0.960 0.071 -3.711
H 1.977 2.267 -1.079
H 2.217 2.204 -3.808
H -0.356 1.060 2.644
H -1.038 -0.524 2.899
H 0.789 -0.088 2.779
H 0.895 1.546 0.617
*
```

Output
* DFT total energy: -28864.207 eV
* lowest unoccupied orbital energy (spin up / spin down): -2.4 / -2.7 eV
* frontier orbital gap (spin up / spin down): 6.04 / 5.58 eV


Entry 4:
# C4H9O

A 2-piece molecular cluster, C4H9O overall (wB97M-V/def2-TZVPD, the OMol25 dataset).

Structure (ORCA input):
```
! wB97M-V def2-TZVPD RIJCOSX def2/J DEFGRID3
* xyz -1 1
O -1.499 1.296 0.098
H -2.114 1.911 -0.405
H 1.042 0.707 -3.002
C -0.379 0.995 -0.732
C 0.654 0.186 0.046
C 0.153 -1.162 0.472
C 0.153 -1.629 1.723
H 0.095 1.931 -1.080
H -0.708 0.408 -1.612
H 0.989 0.762 0.922
H 1.531 0.054 -0.611
H -0.243 -1.798 -0.329
H 0.533 -1.027 2.554
H -0.207 -2.633 1.956
*
```

Output
* DFT total energy: -6338.515 eV
* lowest unoccupied orbital energy: 3.8 eV
* frontier orbital gap: 4.83 eV


Entry 5:
# C15H20BCrF4O

C15H20BCrF4O as an isolated structure (wB97M-V/def2-TZVPD, the OMol25 dataset).

Structure (ORCA input):
```
! wB97M-V def2-TZVPD RIJCOSX def2/J DEFGRID3
* xyz -2 4
Cr -0.578 -1.134 0.002
C -2.710 -1.610 0.755
C -1.863 -1.895 1.879
C -1.308 -0.664 2.345
H -1.712 -2.859 2.361
C -1.819 0.396 1.525
C -2.677 -0.182 0.541
H -3.272 0.366 -0.184
H -3.338 -2.313 0.212
H -0.640 -0.554 3.197
H -1.627 1.459 1.655
C -0.205 -1.849 -2.262
C -1.408 -1.061 -2.143
C -1.014 0.300 -1.875
H -2.425 -1.410 -2.341
C 0.411 0.349 -1.872
C 0.913 -0.981 -2.052
H 1.973 -1.251 -2.136
H -0.155 -2.889 -2.581
H -1.674 1.167 -1.808
H 1.005 1.278 -1.883
O 0.710 0.159 0.640
C 1.803 2.922 0.386
C 2.362 1.871 1.226
C 0.599 3.647 0.815
C 2.513 3.369 -0.831
C 2.059 0.391 0.798
H 2.015 1.993 2.263
H 3.460 1.958 1.219
H 2.618 0.186 -0.135
H 2.457 -0.291 1.570
H 0.837 4.511 1.465
H -0.085 2.988 1.371
H 0.057 4.055 -0.051
H 3.231 4.188 -0.633
H 1.799 3.768 -1.571
H 3.076 2.553 -1.307
F -0.320 -3.259 0.124
B -1.143 -4.694 -0.125
F -0.289 -5.691 0.299
F -2.297 -4.614 0.636
F -1.342 -4.677 -1.494
*
```

Output
* DFT total energy: -57896.280 eV
* lowest unoccupied orbital energy (spin up / spin down): 5.2 / 5.2 eV
* frontier orbital gap (spin up / spin down): 2.87 / 2.96 eV